Model one:
42
Properties=species:S:1:pos:R:3:mulliken_spin:R:1 method="wB97M-V/def2-TZVPD" total_charge=0 homo_lumo_gap_ev="7.6 / 8.9" spin_multiplicity=4 s_squared=3.7563
V -0.05 1.03 -0.56 2.933
O 0.33 3.16 -1.06 0.002
C 0.62 3.88 0.16 0.020
C -0.30 3.34 1.23 0.004
N -0.14 1.88 1.38 -0.058
C 1.14 1.52 2.03 0.018
C 2.31 1.37 1.03 -0.003
O 3.44 1.53 1.45 0.008
O 1.97 1.02 -0.18 0.006
C -1.36 1.30 1.97 0.000
C -2.49 1.19 0.91 0.015
O -3.63 1.07 1.32 0.009
O -2.09 1.19 -0.32 0.016
H 1.11 3.20 -1.62 0.003
H 0.43 4.95 0.01 0.002
H 1.67 3.74 0.43 -0.003
H -1.33 3.52 0.93 -0.005
H -0.12 3.86 2.17 0.002
H 1.01 0.54 2.49 -0.007
H 1.42 2.22 2.82 0.004
H -1.72 1.85 2.84 0.002
H -1.13 0.28 2.29 -0.005
C 0.72 -1.92 0.23 0.045
C 0.79 -3.40 -0.23 0.005
N 0.02 -3.60 -1.46 -0.001
C -1.38 -3.23 -1.20 0.002
C -1.48 -1.76 -0.74 0.030
N -0.13 -1.16 -0.71 -0.076
C 0.47 -1.25 -2.07 0.020
C 0.55 -2.74 -2.51 0.002
H 1.71 -1.45 0.24 0.001
H 0.28 -1.83 1.22 -0.011
H 0.40 -4.07 0.53 0.000
H 1.82 -3.70 -0.43 0.000
H -1.78 -3.91 -0.44 0.000
H -1.95 -3.40 -2.12 0.000
H -1.90 -1.67 0.26 -0.003
H -2.11 -1.15 -1.39 0.007
H 1.46 -0.79 -2.02 0.018
H -0.15 -0.67 -2.75 -0.006
H 1.58 -3.03 -2.71 0.001
H -0.03 -2.90 -3.42 0.000



Model two:
42
Properties=species:S:1:pos:R:3:mulliken_spin:R:1 method="wB97M-V/def2-TZVPD" total_charge=0 homo_lumo_gap_ev="8.1 / 9.0" spin_multiplicity=4 s_squared=3.7564
V 0.50 0.46 -0.89 2.861
O 2.44 0.64 0.07 -0.013
C 3.26 -0.37 -0.57 -0.003
C 2.56 -1.72 -0.53 0.007
N 1.20 -1.63 -1.06 -0.003
C 0.21 -2.32 -0.22 0.003
C 0.04 -1.55 1.11 0.008
O 0.02 -2.17 2.15 0.009
O -0.05 -0.26 0.96 -0.014
C 1.04 -1.82 -2.53 0.007
C 0.41 -0.46 -2.86 0.013
O 1.21 0.51 -3.02 0.018
O -0.80 -0.32 -2.53 0.027
H 2.24 0.36 0.98 0.012
H 4.23 -0.42 -0.08 0.005
H 3.38 -0.02 -1.59 0.002
H 2.50 -2.06 0.51 -0.004
H 3.16 -2.46 -1.08 0.001
H 0.50 -3.36 -0.01 0.001
H -0.75 -2.31 -0.74 0.006
H 0.39 -2.66 -2.75 -0.001
H 2.01 -1.94 -3.01 -0.002
C -1.78 2.41 -0.82 0.035
C -2.40 3.82 -0.64 0.004
N -1.35 4.80 -0.36 0.000
C -0.65 4.41 0.86 0.004
C 0.00 3.01 0.68 0.043
N -0.31 2.50 -0.67 -0.089
C 0.23 3.43 -1.68 0.050
C -0.41 4.83 -1.48 0.004
H -1.98 1.99 -1.81 0.001
H -2.15 1.70 -0.08 0.005
H -3.11 3.83 0.18 0.000
H -2.93 4.13 -1.54 0.001
H -1.36 4.41 1.68 0.000
H 0.10 5.17 1.08 0.000
H -0.38 2.29 1.41 -0.001
H 1.08 3.06 0.78 -0.008
H 0.03 3.01 -2.66 0.002
H 1.32 3.46 -1.56 0.008
H -0.95 5.15 -2.37 0.001
H 0.35 5.58 -1.26 0.000



model one ends up most stable, edging out the next structure by 13.2 kJ/mol.



Model one:
19
Properties=species:S:1:pos:R:3:lowdin_charge:R:1 method="wB97M-V/def2-TZVPD" total_charge=0 homo_lumo_gap_ev=10.2
C 1.67 1.72 0.37 -0.120
C 1.00 0.38 0.66 -0.159
C 0.16 -0.25 -0.55 -0.583
N -0.33 0.69 -1.50 0.117
O 0.95 -1.16 -1.25 0.024
N -0.97 -0.99 0.06 -0.133
N -2.30 -0.45 -0.01 0.074
C -0.71 -1.85 1.08 -0.290
N -0.66 -2.64 1.93 0.156
H 2.28 1.68 -0.53 0.076
H 2.31 2.02 1.20 0.071
H 0.92 2.51 0.24 0.067
H 0.46 0.52 1.61 0.107
H 1.81 -0.33 0.89 0.112
H -0.24 0.28 -2.42 0.094
H -1.33 0.77 -1.31 0.063
H 0.36 -1.90 -1.44 0.114
H -2.41 0.20 0.78 0.102
H -2.96 -1.20 0.18 0.107



Model two:
19
Properties=species:S:1:pos:R:3:lowdin_charge:R:1 method="wB97M-V/def2-TZVPD" total_charge=0 homo_lumo_gap_ev=6.4
C 0.15 0.09 1.55 -0.444
N 0.21 0.91 2.63 0.180
N 1.02 -0.93 1.43 0.171
O -1.64 1.34 0.85 -0.016
N -0.76 0.26 0.62 -0.037
H -1.56 1.88 0.05 0.097
H 1.79 -0.99 2.07 0.108
H 0.99 -1.38 0.50 0.078
H -0.51 1.61 2.71 0.102
H 0.81 0.66 3.41 0.109
C -0.53 0.03 -1.06 -0.421
C -0.03 -1.89 -2.25 -0.012
C 0.23 1.14 -1.58 -0.120
N 0.15 -1.24 -1.18 -0.034
H -1.59 -0.06 -1.33 0.114
H -0.70 -1.56 -3.05 0.084
H 0.53 -2.81 -2.40 0.069
H 1.21 0.89 -1.97 -0.015
H 0.24 2.06 -1.01 -0.013



Model three:
19
Properties=species:S:1:pos:R:3:lowdin_charge:R:1 method="wB97M-V/def2-TZVPD" total_charge=0 homo_lumo_gap_ev=9.0
C 0.60 -1.29 2.31 -0.027
C 0.47 -0.76 0.93 -0.299
N 1.14 -0.93 -0.11 0.203
N 0.15 -0.02 -1.17 -0.271
C 0.91 1.05 -1.82 -0.085
N -0.58 -0.73 -2.13 0.047
C -0.93 0.06 0.56 -0.568
N -0.90 1.41 0.90 0.133
O -1.96 -0.60 0.60 0.008
H -0.21 -2.00 2.50 0.093
H 1.57 -1.79 2.44 0.079
H 0.52 -0.48 3.03 0.085
H 1.55 1.54 -1.08 0.073
H 0.24 1.80 -2.27 0.085
H 1.55 0.63 -2.60 0.081
H -1.13 -1.43 -1.64 0.079
H -1.22 -0.13 -2.65 0.095
H -1.76 1.77 1.29 0.100
H 0.00 1.87 0.91 0.089



model one ends up most stable, edging out the next structure by 145.8 kJ/mol.



Model one:
23
Properties=species:S:1:pos:R:3:lowdin_charge:R:1 method="wB97M-V/def2-TZVPD" total_charge=-1 homo_lumo_gap_ev=8.7
C -0.83 -1.08 -2.60 -0.150
C -0.31 2.16 1.07 -0.107
C -0.72 -2.23 -1.63 -0.325
C 0.15 -1.72 -0.42 -0.131
C -0.06 0.85 1.79 -0.489
N -1.13 0.26 2.02 0.052
O 1.93 1.68 3.46 -0.209
O 1.63 -0.84 3.41 -0.415
O 2.71 0.43 1.36 -0.389
P 1.69 0.35 2.45 0.314
H 0.07 -0.99 -3.11 0.049
H -1.16 -0.20 -2.05 0.076
H -1.58 -1.32 -3.33 0.055
H 0.15 2.23 0.07 0.067
H 0.09 2.91 1.71 0.046
H -1.43 2.20 0.92 0.078
H -1.82 -2.61 -1.24 0.139
H -0.15 -3.14 -1.97 0.093
H -0.05 -2.30 0.50 0.069
H 1.28 -1.68 -0.70 0.115
H 2.63 1.39 3.99 -0.003
H -0.14 -0.75 -0.26 -0.012
H -0.93 -0.68 2.53 0.077



Model two:
23
Properties=species:S:1:pos:R:3:lowdin_charge:R:1 method="wB97M-V/def2-TZVPD" total_charge=-1 homo_lumo_gap_ev=7.3
C -2.30 -0.63 1.05 -0.117
C -0.08 -0.67 -1.15 -0.167
C -1.17 0.41 1.01 -0.283
C 0.00 -0.02 0.17 -0.288
C 1.68 1.52 -0.04 -0.203
N 2.49 1.34 -1.25 -0.047
O 2.10 0.84 2.70 -0.398
O 3.36 -0.45 0.83 -0.229
O 4.02 1.94 1.27 -0.353
P 2.84 1.08 1.40 0.257
H -1.82 -1.56 1.33 0.063
H -2.60 -0.85 0.01 0.053
H -3.14 -0.36 1.75 0.073
H -0.24 0.15 -1.91 0.068
H -1.07 -1.26 -1.29 0.076
H 0.81 -1.26 -1.38 0.069
H -0.63 0.68 1.98 0.122
H -1.50 1.35 0.70 0.065
H 0.61 -0.70 0.70 0.048
H 0.95 2.33 -0.09 0.060
H 3.33 0.86 -0.83 0.047
H 2.85 -1.01 1.40 0.010
H 1.97 1.03 -2.11 0.073



model one ends up most stable, edging out the next structure by 178.0 kJ/mol.



Model one:
9
Properties=species:S:1:pos:R:3:lowdin_charge:R:1 method="wB97M-V/def2-TZVPD" total_charge=0 homo_lumo_gap_ev=9.3
C 0.21 0.47 -1.23 -0.388
P 0.92 -0.09 0.50 0.369
N -0.45 0.16 1.54 -0.325
I 0.80 -2.51 0.09 0.258
H -0.03 -0.42 -1.89 0.002
H 0.97 1.20 -1.60 0.017
H -0.70 1.08 -1.04 0.023
H -0.42 0.39 2.50 0.003
H -1.30 -0.28 1.12 0.041



Model two:
9
Properties=species:S:1:pos:R:3:lowdin_charge:R:1 method="wB97M-V/def2-TZVPD" total_charge=0 homo_lumo_gap_ev=7.8
C -0.20 1.14 0.42 -0.301
N -0.14 -0.26 0.57 -0.491
P 0.94 -1.26 0.10 0.397
I 3.23 -0.13 -0.01 0.252
H 0.73 1.43 -0.12 -0.004
H -1.15 1.23 -0.25 0.088
H -0.38 1.78 1.40 0.093
H 0.25 -1.39 -1.11 -0.005
H 1.35 -2.39 0.95 -0.028



Model three:
9
Properties=species:S:1:pos:R:3:lowdin_charge:R:1 method="wB97M-V/def2-TZVPD" total_charge=0 homo_lumo_gap_ev="7.6 / 8.1"
C 0.66 -0.65 0.33 -0.306
N 0.20 0.64 0.71 -0.514
P -0.96 1.38 -0.27 0.422
I -2.59 -0.54 -0.23 0.226
H 0.00 -1.43 0.90 0.059
H 0.37 -0.74 -0.68 -0.041
H 1.87 -0.69 0.53 0.140
H 0.79 1.17 1.23 0.017
H -0.34 0.87 -2.53 -0.003



Model four:
9
Properties=species:S:1:pos:R:3:lowdin_charge:R:1 method="wB97M-V/def2-TZVPD" total_charge=0 homo_lumo_gap_ev=8.6
C 1.30 -0.26 0.28 -0.136
N -0.18 -0.36 0.12 -0.555
P -1.21 0.82 0.53 0.310
I -3.31 -0.32 0.00 0.231
H 1.71 -0.96 0.98 0.071
H 1.61 -0.41 -0.74 0.079
H 1.53 0.72 0.53 0.031
H -0.37 -0.97 -0.62 0.020
H -1.07 1.73 -1.07 -0.050



model one ends up most stable, edging out the next structure by 160.8 kJ/mol.



Model one:
10
Properties=species:S:1:pos:R:3:lowdin_charge:R:1 method="wB97M-V/def2-TZVPD" total_charge=0 homo_lumo_gap_ev="6.0 / 6.1"
C 1.85 -0.26 0.43 -0.151
C 1.22 0.49 -0.48 -0.063
O 2.42 -0.86 1.20 0.307
O -1.40 -0.51 -0.13 -1.281
S -2.60 0.37 1.07 0.620
S -0.75 -1.93 -0.17 0.414
H 0.17 0.59 -0.27 0.059
H 1.66 1.52 -0.59 0.151
H 1.22 0.13 -1.54 0.157
H -3.79 0.44 0.47 -0.213



Model two:
10
Properties=species:S:1:pos:R:3:lowdin_charge:R:1 method="wB97M-V/def2-TZVPD" total_charge=0 homo_lumo_gap_ev=8.4
O 2.27 -1.17 1.26 -0.342
S 2.49 -0.53 0.02 0.288
O 2.52 -1.30 -1.19 -0.338
S 3.37 1.22 0.04 0.343
C 0.10 0.56 -0.16 -0.170
C -0.56 -0.54 0.11 -0.053
H 0.07 0.89 -1.14 0.049
H 0.53 1.06 0.74 0.073
H -0.71 -0.66 1.18 0.069
H -1.24 -1.16 -0.48 0.080



model two ends up most stable, edging out the next structure by 259.2 kJ/mol.



Model one:
16
Properties=species:S:1:pos:R:3:lowdin_charge:R:1 method="wB97M-V/def2-TZVPD" total_charge=0 homo_lumo_gap_ev=8.0
C -1.50 0.63 0.83 -0.061
N -0.21 0.02 0.42 -0.219
C -0.36 -1.32 -0.17 -0.054
C 0.89 0.74 0.30 -0.786
S 0.83 2.40 0.36 0.701
C 2.23 0.14 -0.03 -0.940
N 3.08 0.82 -0.77 0.052
S 2.60 -1.25 0.65 0.754
H -1.64 1.69 0.47 0.073
H -2.31 0.19 0.41 0.043
H -1.50 0.50 1.89 0.095
H -1.08 -1.87 0.46 0.107
H -0.98 -1.13 -1.08 0.113
H 0.55 -1.70 -0.35 -0.042
H 2.95 1.81 -0.57 0.040
H 4.00 0.35 -0.94 0.123



Model two:
16
Properties=species:S:1:pos:R:3:lowdin_charge:R:1 method="wB97M-V/def2-TZVPD" total_charge=0 homo_lumo_gap_ev=8.6
C 1.43 1.89 -1.25 -0.134
N 0.74 0.89 -0.49 -0.066
C -0.45 1.00 -0.08 -0.267
N -1.11 0.14 0.71 -0.004
C -0.52 -0.97 1.36 -0.302
C -0.66 -2.31 0.56 -1.240
S -1.64 -3.46 1.04 0.661
S 0.26 -2.44 -0.90 0.770
H 1.75 1.44 -2.19 0.070
H 0.80 2.75 -1.52 0.071
H 2.32 2.20 -0.69 0.078
H -1.02 1.87 -0.40 0.131
H -2.10 0.17 0.82 0.137
H 0.55 -0.82 1.62 0.134
H -1.14 -1.13 2.26 0.099
H 0.79 -1.19 -0.84 -0.139



model two ends up most stable, edging out the next structure by 31.5 kJ/mol.